# C18H42BaNO2P2Si2

A molecular structure, C18H42BaNO2P2Si2 at a distorted geometry (wB97M-V/def2-TZVPD, the Open Molecules 2025 dataset).

## Properties
HOMO energy, eV: -8.7
Total charge: +1
Kohn-Sham gap, eV: 4.9
Calculated total energy, hartree: -2202.9451
Molecular weight, g mol⁻¹: 560.0
LUMO energy, eV: -3.78

Each line ends with the Mulliken charge.
Positions of all 68 atoms, in Å:
Ba: 0.165 -0.842 -0.438  2.589
P: 0.955 -0.357 -2.543  0.065
C: 1.026 -2.123 -3.217  -1.183
C: 1.343 -3.136 -2.124  0.673
N: 1.035 -2.772 -0.850  -0.634
C: 1.274 -3.656 0.154  0.739
C: 1.823 -4.920 -0.078  -0.834
C: 2.127 -5.287 -1.392  -0.453
C: 1.883 -4.387 -2.432  -0.823
C: 0.957 -3.178 1.565  -1.221
P: -0.354 -1.814 1.570  0.036
H: 2.104 -4.655 -3.455  0.521
H: 2.012 -5.601 0.739  0.530
H: 2.547 -6.260 -1.602  0.445
H: 0.631 -4.007 2.193  0.522
H: 1.875 -2.779 1.998  0.388
H: 0.073 -2.363 -3.619  0.459
H: 1.749 -2.181 -4.030  0.546
H: -4.227 -2.193 -1.958  0.320
O: -4.321 -2.629 -2.896  -0.637
H: -4.789 -3.499 -2.757  0.326
H: -4.446 -0.678 1.779  0.318
O: -5.367 -0.936 1.450  -0.622
H: -6.013 -0.498 2.080  0.327
C: -1.919 -2.837 1.794  -1.187
H: -1.832 -3.489 2.663  0.407
H: -2.779 -2.182 1.936  0.212
H: -2.091 -3.455 0.912  0.346
C: -0.123 -1.085 3.290  -1.117
H: -0.905 -0.352 3.493  0.303
H: -0.173 -1.867 4.048  0.452
H: 0.846 -0.592 3.363  0.268
C: 2.745 0.191 -2.733  -1.312
H: 3.086 0.034 -3.756  0.476
H: 2.839 1.250 -2.492  0.289
H: 3.383 -0.381 -2.058  0.366
C: 0.085 0.531 -3.955  -1.326
H: 0.059 1.604 -3.766  0.378
H: 0.605 0.352 -4.896  0.421
H: -0.938 0.165 -4.051  0.377
C: 1.562 3.209 2.713  -0.967
Si: 1.690 2.663 0.934  0.092
C: 2.355 4.079 -0.087  -1.002
C: 2.928 1.268 0.900  -0.349
C: 0.079 2.061 0.158  0.334
Si: -1.508 2.889 0.714  -0.228
C: -1.404 4.720 0.363  -0.949
C: -2.895 2.145 -0.287  -0.675
C: -1.913 2.617 2.518  -0.583
H: 2.570 3.506 3.070  0.355
H: 1.184 2.373 3.336  0.219
H: 0.890 4.087 2.785  0.261
H: 3.334 4.405 0.324  0.321
H: 2.495 3.739 -1.136  0.242
H: 1.647 4.929 -0.068  0.261
H: 2.546 0.421 1.505  -0.026
H: 3.088 0.932 -0.137  -0.187
H: 3.892 1.618 1.323  0.396
H: 0.183 2.272 -0.926  -0.220
H: -1.204 4.875 -0.716  0.267
H: -2.366 5.204 0.634  0.344
H: -0.586 5.172 0.959  0.249
H: -2.952 1.057 -0.073  -0.041
H: -3.852 2.628 -0.006  0.320
H: -2.698 2.301 -1.367  0.242
H: -1.998 1.533 2.718  -0.090
H: -1.139 3.057 3.172  0.289
H: -2.881 3.106 2.746  0.373